Entry from the OMol25 dataset: C38H39F2FeN7O as an isolated structure (ωB97M-V/def2-TZVPD).

CARTESIAN COORDINATES (ANGSTROEM)
Fe 0.3738 -0.3511 -0.1584
F 4.7150 2.7988 -0.9918
C 4.1634 1.5561 -0.8538
C 2.8327 1.4329 -0.5415
C 2.2529 0.1632 -0.3900
C 3.1057 -0.9581 -0.5731
C 4.4401 -0.7691 -0.9030
F 5.2829 -1.8356 -1.0924
C 5.0098 0.4755 -1.0525
C 2.4955 -2.2451 -0.2321
C 3.1365 -3.4886 -0.1838
C 2.4892 -4.5661 0.3879
C 1.2168 -4.3987 0.9157
C 0.6174 -3.1619 0.7682
N 1.2119 -2.1339 0.1751
H 2.2325 2.3267 -0.4282
H 6.0517 0.5967 -1.3096
H 4.1412 -3.5890 -0.5601
H 2.9867 -5.5280 0.4424
H 0.6914 -5.2040 1.4115
H -0.3774 -2.9654 1.1454
O -0.3540 1.5661 -0.3107
C -0.6050 2.5942 0.3721
C 0.2553 3.0669 1.4200
C -0.0311 4.1853 2.1633
C -1.2017 4.9303 1.9401
C -2.0717 4.4829 0.9608
C -1.8096 3.3509 0.1881
C -2.8533 2.8700 -0.7308
N -2.7806 2.5157 -1.9947
C -4.0515 2.1639 -2.3699
C -4.9234 2.3093 -1.3303
N -4.1475 2.7663 -0.2871
H 1.1290 2.4631 1.6326
H 0.6567 4.4871 2.9475
H -1.4239 5.8191 2.5179
H -2.9900 5.0344 0.7694
H -4.2641 1.8300 -3.3737
H -5.9819 2.1346 -1.2346
H -4.4201 2.8916 0.6715
C -2.3355 0.6685 2.1903
C -1.0718 0.0397 2.7111
C -0.8987 -0.2011 4.0672
C 0.4492 -0.5744 4.2400
C 1.0190 -0.5531 2.9772
C 2.4732 -0.8103 2.7239
N 0.0992 -0.2079 2.0168
H -3.0279 0.7643 3.0349
H -2.8467 0.1217 1.4000
H -2.1637 1.6686 1.8018
H -1.6507 -0.0432 4.8306
H 0.9685 -0.8030 5.1619
H 2.9947 -0.8146 3.6855
H 2.9202 -0.0372 2.0982
H 2.6752 -1.7713 2.2473
N -1.4715 -1.1264 -0.1696
C -2.4945 -1.6367 -0.0750
N -3.7139 -2.1516 0.0255
C -4.7615 -1.5480 -0.8041
C -5.6432 -0.6267 0.0297
C -6.2131 -1.3516 1.2719
C -5.5896 -2.7380 1.4708
C -4.0762 -2.6705 1.3581
H -5.3480 -2.3431 -1.2733
H -4.2690 -0.9904 -1.5993
H -6.4444 -0.2332 -0.5992
H -5.0346 0.2297 0.3354
H -7.2991 -1.4468 1.1999
H -6.0100 -0.7531 2.1627
H -5.9800 -3.4443 0.7324
H -5.8508 -3.1339 2.4538
H -3.6259 -3.6574 1.4867
H -3.6645 -2.0190 2.1363
C 0.6515 1.6575 -3.0898
C 0.4005 0.1930 -3.2713
C 0.2131 -0.4060 -4.5069
C -0.0292 -1.7735 -4.2542
C 0.0325 -1.9304 -2.8800
C -0.1802 -3.2582 -2.2166
N 0.3033 -0.7319 -2.2591
H 0.7028 2.1191 -4.0816
H 1.5938 1.8559 -2.5774
H -0.1438 2.1355 -2.5284
H 0.2362 0.1061 -5.4600
H -0.2273 -2.5652 -4.9667
H -0.5334 -3.9586 -2.9793
H -0.9315 -3.2317 -1.4199
H 0.7302 -3.6866 -1.7898

Summary:
Lowest unoccupied orbital energy in eV: 4.08
Charge: -2
Frontier orbital gap in eV: 4.88
HOMO energy in eV: -0.80

Calculated atomic charges, method Löwdin, unit e: atom 1 (Fe): 0.42, atom 2 (F): 0.02, atom 3 (C): -0.28, atom 4 (C): -0.05, atom 5 (C): -0.10, atom 6 (C): -0.13, atom 7 (C): -0.22, atom 8 (F): 0.01, atom 9 (C): 0.02, atom 10 (C): -0.20, atom 11 (C): -0.01, atom 12 (C): -0.09, atom 13 (C): -0.08, atom 14 (C): -0.14, atom 15 (N): 0.04, atom 16 (H): 0.10, atom 17 (H): 0.11, atom 18 (H): 0.10, atom 19 (H): 0.09, atom 20 (H): 0.09, atom 21 (H): 0.11, atom 22 (O): -0.11, atom 23 (C): -0.40, atom 24 (C): -0.02, atom 25 (C): -0.12, atom 26 (C): -0.15, atom 27 (C): -0.10, atom 28 (C): -0.13, atom 29 (C): -0.29, atom 30 (N): 0.13, atom 31 (C): -0.17, atom 32 (C): -0.16, atom 33 (N): 0.09, atom 34 (H): 0.10, atom 35 (H): 0.09, atom 36 (H): 0.07, atom 37 (H): 0.09, atom 38 (H): 0.09, atom 39 (H): 0.08, atom 40 (H): 0.14, atom 41 (C): -0.05, atom 42 (C): -0.37, atom 43 (C): -0.13, atom 44 (C): -0.13, atom 45 (C): -0.39, atom 46 (C): -0.05, atom 47 (N): 0.06, atom 48 (H): 0.07, atom 49 (H): 0.03, atom 50 (H): 0.05, atom 51 (H): 0.06, atom 52 (H): 0.06, atom 53 (H): 0.06, atom 54 (H): 0.06, atom 55 (H): 0.05, atom 56 (N): 0.23, atom 57 (C): -0.21, atom 58 (N): -0.07, atom 59 (C): -0.14, atom 60 (C): -0.17, atom 61 (C): -0.18, atom 62 (C): -0.19, atom 63 (C): -0.14, atom 64 (H): 0.12, atom 65 (H): 0.13, atom 66 (H): 0.10, atom 67 (H): 0.09, atom 68 (H): 0.10, atom 69 (H): 0.11, atom 70 (H): 0.11, atom 71 (H): 0.11, atom 72 (H): 0.12, atom 73 (H): 0.12, atom 74 (C): -0.05, atom 75 (C): -0.36, atom 76 (C): -0.13, atom 77 (C): -0.14, atom 78 (C): -0.38, atom 79 (C): -0.07, atom 80 (N): 0.05, atom 81 (H): 0.06, atom 82 (H): 0.05, atom 83 (H): 0.04, atom 84 (H): 0.06, atom 85 (H): 0.06, atom 86 (H): 0.06, atom 87 (H): 0.04, atom 88 (H): 0.05

=====

Entry from the OMol25 dataset: C38H40AsBrIN3RuSb2 as an isolated structure (ωB97M-V/def2-TZVPD).

CARTESIAN COORDINATES (ANGSTROEM)
Ru -0.0232 0.3368 -0.1180
C -1.1787 3.9151 1.8233
Sb 0.4300 2.7270 1.1263
C 1.8328 4.2331 0.6283
C 1.4289 2.1071 3.0608
C 0.4823 2.1503 4.1454
C 0.2573 3.3705 4.8309
C -0.6802 3.4588 5.8131
C -1.4541 2.3145 6.1615
C -1.2418 1.1057 5.5417
C -0.2632 0.9663 4.5543
C 0.0336 -0.3607 4.0065
Sb -1.0273 -0.8770 2.1465
C -0.7527 -2.9759 2.3560
C -3.0158 -0.6908 2.8638
H -0.8421 4.5390 2.6480
H -2.0114 3.2894 2.1387
H -1.4981 4.5575 1.0034
H 1.8333 4.9828 1.4178
H 1.5414 4.6967 -0.3129
H 2.8243 3.7966 0.5246
H 2.2100 2.8626 3.1411
H 1.8324 1.1297 2.8162
H 0.8578 4.2336 4.5701
H -0.8380 4.3891 6.3420
H -2.1922 2.3952 6.9488
H -1.7961 0.2346 5.8663
H -0.3102 -1.1416 4.6847
H 1.0863 -0.5167 3.7756
H -1.5680 -3.3724 2.9586
H 0.1884 -3.1862 2.8641
H -0.7609 -3.4512 1.3759
H -3.0456 -1.0185 3.9019
H -3.6587 -1.3413 2.2723
H -3.3722 0.3340 2.7845
Br -6.6711 2.2558 -1.4306
C -4.9152 1.7370 -1.1278
C -4.6103 0.4147 -0.8237
C -3.2908 0.0754 -0.6102
N -2.2812 0.9577 -0.6687
C -2.5937 2.2256 -0.9769
C -3.8801 2.6614 -1.2156
H -5.3842 -0.3377 -0.7703
H -3.0211 -0.9542 -0.4075
H -1.7680 2.9233 -1.0658
H -4.0723 3.6929 -1.4742
C -1.9898 -2.1399 -6.4727
C -2.2438 -0.9548 -5.7939
C -1.8030 -0.7970 -4.4889
C -1.0935 -1.8270 -3.8828
C -0.8464 -3.0210 -4.5448
C -1.2988 -3.1686 -5.8508
As -0.4753 -1.5779 -2.0603
C 0.9289 -0.2334 -2.3719
C 0.7745 1.1378 -2.6140
C 1.8906 1.9098 -2.9309
C 3.1380 1.3064 -3.0267
C 3.2939 -0.0588 -2.8046
C 2.1982 -0.8357 -2.4601
C 2.2160 -2.2842 -2.1770
C 3.3518 -3.0839 -2.1517
C 3.2409 -4.4277 -1.8171
C 2.0047 -4.9765 -1.4977
C 0.8578 -4.1872 -1.5348
C 0.9690 -2.8509 -1.8873
H -2.3358 -2.2615 -7.4900
H -2.7874 -0.1559 -6.2799
H -2.0133 0.1272 -3.9607
H -0.3000 -3.8267 -4.0726
H -1.1065 -4.0916 -6.3808
H -0.2152 1.5866 -2.6441
H 1.7797 2.9638 -3.1497
H 3.9989 1.9006 -3.3043
H 4.2742 -0.5052 -2.9131
H 4.3238 -2.6717 -2.3931
H 4.1235 -5.0534 -1.8127
H 1.9288 -6.0256 -1.2444
H -0.1073 -4.6314 -1.3196
I 6.1677 -0.1647 0.5846
C 4.2123 -0.7565 0.7585
C 3.7234 -2.0233 1.0081
N 2.3843 -1.9437 0.9861
N 1.9571 -0.6915 0.7317
C 3.0718 0.0308 0.5958
H 4.2320 -2.9566 1.1854
H 1.7285 -2.7077 1.0387
H 3.0253 1.0833 0.3532

Summary:
Lowest unoccupied orbital energy (alpha / beta) in eV: -7.81 / -11.28
2S+1: 6
Charge: +3
Frontier orbital gap (alpha / beta) in eV: 7.40 / 4.29
Expectation value of S²: 8.78
HOMO energy (alpha / beta) in eV: -15.21 / -15.58

Calculated atomic charges, method Löwdin, unit e: atom 1 (Ru): 0.68, atom 2 (C): -0.28, atom 3 (Sb): 1.35, atom 4 (C): -0.28, atom 5 (C): -0.22, atom 6 (C): -0.22, atom 7 (C): -0.03, atom 8 (C): 0.01, atom 9 (C): 0.03, atom 10 (C): -0.01, atom 11 (C): -0.21, atom 12 (C): -0.26, atom 13 (Sb): 1.33, atom 14 (C): -0.28, atom 15 (C): -0.29, atom 16 (H): 0.02, atom 17 (H): 0.02, atom 18 (H): 0.03, atom 19 (H): 0.03, atom 20 (H): 0.02, atom 21 (H): 0.02, atom 22 (H): 0.09, atom 23 (H): 0.03, atom 24 (H): 0.14, atom 25 (H): 0.14, atom 26 (H): 0.14, atom 27 (H): 0.13, atom 28 (H): 0.09, atom 29 (H): 0.07, atom 30 (H): 0.03, atom 31 (H): 0.02, atom 32 (H): 0.00, atom 33 (H): 0.02, atom 34 (H): 0.02, atom 35 (H): 0.02, atom 36 (Br): 0.91, atom 37 (C): -0.68, atom 38 (C): -0.07, atom 39 (C): -0.19, atom 40 (N): -0.08, atom 41 (C): -0.17, atom 42 (C): -0.07, atom 43 (H): 0.12, atom 44 (H): 0.07, atom 45 (H): 0.08, atom 46 (H): 0.12, atom 47 (C): -0.05, atom 48 (C): -0.06, atom 49 (C): -0.12, atom 50 (C): -0.38, atom 51 (C): -0.09, atom 52 (C): -0.05, atom 53 (As): 1.32, atom 54 (C): -0.41, atom 55 (C): -0.16, atom 56 (C): -0.06, atom 57 (C): -0.03, atom 58 (C): 0.01, atom 59 (C): -0.20, atom 60 (C): -0.21, atom 61 (C): -0.01, atom 62 (C): -0.04, atom 63 (C): -0.05, atom 64 (C): -0.11, atom 65 (C): -0.37, atom 66 (H): 0.12, atom 67 (H): 0.12, atom 68 (H): 0.09, atom 69 (H): 0.10, atom 70 (H): 0.12, atom 71 (H): 0.08, atom 72 (H): 0.12, atom 73 (H): 0.13, atom 74 (H): 0.12, atom 75 (H): 0.12, atom 76 (H): 0.12, atom 77 (H): 0.12, atom 78 (H): 0.11, atom 79 (I): 0.98, atom 80 (C): -0.77, atom 81 (C): -0.10, atom 82 (N): 0.02, atom 83 (N): -0.10, atom 84 (C): -0.24, atom 85 (H): 0.14, atom 86 (H): 0.14, atom 87 (H): 0.09